Formula: CH5OP
Source: the OMol25 dataset
Level of theory: ωB97M-V with the def2-TZVPD basis set

Calculated values
SMILES string   OCP
Energy above the lowest of the compared OMol25 structures with the same formula, charge and spin   179.0 kJ/mol
Electronic energy   -12452.2838 eV
Charge   0
HOMO energy   -9.69 eV

Structure (XYZ):
```
8
Properties=species:S:1:pos:R:3:forces:R:3:lowdin_charge:R:1
O -1.39994 0.76953 -0.02263 0.6 2.4 -0.5 -0.165
C -0.48715 -0.24050 -0.11079 0.1 -4.2 -3.2 -0.659
P 1.39178 0.23778 -0.01777 -2.2 0.1 1.0 0.735
H -0.96241 1.51083 -0.51635 -1.1 -0.5 0.7 0.093
H -0.92758 -1.11891 0.53650 1.5 1.7 -1.0 0.104
H -0.52833 -0.71219 -1.31324 0.1 0.9 3.1 0.109
H 1.15689 0.69289 1.36061 0.9 -0.7 -0.6 -0.098
H 1.75674 -1.13944 0.08367 0.1 0.4 0.6 -0.118
```
Positions in Å, forces in eV/Å.

Formula: C46H100F9N2O10P
Source: the OMol25 dataset
Level of theory: ωB97M-V with the def2-TZVPD basis set

Calculated values
SMILES string   CCP(CC)[C@@H](NOC#N)[C@@H](CCC(F)(F)C(F)(F)C(F)(F)C(F)(F)F)OC.CCOCC.CCOCC.CCOCC.CCOCC.CCOCC.CCOCC.CCOCC.CCOCC
Electronic energy   -106516.9616 eV
Charge   0
HOMO energy   -8.33 eV

Structure (XYZ):
```
168
Properties=species:S:1:pos:R:3:forces:R:3:lowdin_charge:R:1
C -5.82994 3.06721 -5.65884 0.2 -0.9 0.0 -0.178
C -4.43030 2.83701 -4.92992 -0.2 1.0 0.0 -0.398
P -4.37188 1.06409 -4.30450 -0.7 -0.6 -0.7 1.035
C -2.90699 0.13809 -5.01701 1.0 0.4 -0.1 -0.428
C -3.02235 -1.42930 -4.92058 0.7 0.5 -0.9 -0.155
C -4.41071 1.05049 -2.41102 -0.1 0.1 -0.2 -0.381
N -5.77635 0.56419 -2.02221 1.9 -1.4 0.4 -0.048
O -6.74267 1.42236 -2.57675 -2.0 1.3 0.9 -0.082
C -7.35506 2.02599 -1.53174 2.2 -0.9 -2.0 -0.288
N -7.60284 2.64534 -0.60230 -0.9 0.4 0.6 0.165
C -3.39363 0.07702 -1.72308 1.0 1.4 0.7 -0.313
C -1.87906 0.51912 -1.88690 0.2 -0.2 0.4 -0.096
C -1.69167 2.05572 -2.10647 -0.1 -0.2 -0.5 -0.076
C -0.21428 2.52594 -1.93427 -0.3 -0.9 0.2 -0.367
F 0.51281 2.23068 -3.07658 -0.7 0.7 0.9 0.096
F 0.43175 1.83062 -0.92085 -0.6 0.7 -0.8 0.084
C -0.08147 4.04767 -1.53284 1.1 -1.2 0.3 -0.288
F 1.25309 4.30961 -1.35650 -1.3 -0.1 -0.3 0.131
F -0.67426 4.16200 -0.29099 0.2 0.3 -1.4 0.113
C -0.67586 5.06476 -2.59051 1.1 1.2 0.1 -0.283
F 0.30906 5.99599 -2.84055 -1.1 -0.6 0.3 0.127
F -0.95652 4.50007 -3.79780 -0.2 0.1 1.3 0.145
C -1.92104 5.86522 -2.04800 -0.5 1.8 -1.2 -0.423
F -2.96071 5.05959 -1.77108 1.0 0.7 0.2 0.169
F -1.59303 6.68858 -0.99087 -0.7 -2.0 -1.5 0.139
F -2.32321 6.70294 -3.09888 0.5 -1.5 1.7 0.103
O -3.65562 0.15961 -0.30103 -0.3 -1.2 -1.1 -0.184
C -4.24917 -1.04074 0.21504 -0.5 0.4 1.5 -0.097
H -6.50946 3.72524 -5.06727 0.7 -0.3 -0.6 0.069
H -5.70396 3.41626 -6.71210 -0.1 0.0 1.0 0.066
H -6.33079 2.06974 -5.71794 0.2 0.8 0.0 0.036
H -3.58127 3.09190 -5.61789 -0.7 -0.4 0.6 0.075
H -4.39396 3.59622 -4.10146 0.3 -0.9 -0.5 0.066
H -1.92114 0.52705 -4.63774 -0.8 -0.6 -0.3 0.058
H -2.89581 0.37858 -6.11632 -0.3 0.0 1.0 0.084
H -2.69516 -1.85619 -3.94652 -0.6 0.3 -0.6 0.057
H -4.03926 -1.74184 -5.25110 0.6 0.1 0.6 0.068
H -2.30941 -1.83611 -5.69004 -0.6 0.2 0.8 0.071
H -4.35781 2.09901 -2.01653 0.3 -1.0 -0.1 0.123
H -5.87716 -0.32903 -2.52701 -0.5 0.5 0.1 0.118
H -3.46270 -0.97443 -2.08911 -0.3 0.8 0.2 0.130
H -1.34974 -0.11251 -2.64706 -0.5 0.8 0.4 0.117
H -1.39122 0.25963 -0.91046 -0.6 0.2 -0.8 0.124
H -1.99490 2.34603 -3.14908 0.3 -0.2 0.9 0.111
H -2.39446 2.59778 -1.42798 0.9 -0.3 -0.2 0.127
H -5.01168 -0.71909 0.97654 0.6 -0.3 -0.7 0.098
H -3.48197 -1.62444 0.78747 -0.5 0.2 -0.8 0.095
H -4.79725 -1.64680 -0.54270 0.6 0.4 0.4 0.085
C 0.42754 2.74800 2.47282 0.0 0.0 0.2 -0.064
C -0.53482 1.59976 2.22003 0.0 0.1 0.0 -0.269
O -0.09695 0.36079 2.75423 0.1 -0.2 -0.2 -0.156
C 0.09545 0.31385 4.15904 -0.1 0.0 0.1 -0.276
C -1.16342 0.60138 4.95902 -0.1 0.2 0.0 -0.074
H 1.42231 2.50486 2.09545 -0.1 0.0 -0.1 0.059
H 0.07588 3.65476 1.97926 0.0 -0.1 0.0 0.066
H 0.52526 2.96513 3.53871 0.0 0.0 0.0 0.072
H -0.63270 1.45122 1.14444 0.0 -0.2 0.1 0.092
H -1.53755 1.83974 2.59067 0.0 0.1 0.1 0.113
H 0.90950 0.98529 4.45405 0.0 0.1 0.0 0.100
H 0.43258 -0.69941 4.38741 0.0 0.0 -0.2 0.116
H -1.51912 1.62183 4.80084 0.0 0.0 0.0 0.066
H -0.97132 0.47626 6.02668 0.0 -0.1 -0.1 0.071
H -1.96833 -0.07553 4.66560 0.1 0.0 0.1 0.084
C -0.59069 -1.65254 9.91207 0.1 -0.1 0.0 -0.078
C -1.82273 -1.70595 9.02462 0.0 0.0 0.1 -0.279
O -1.53663 -2.01212 7.67036 -0.1 0.2 -0.2 -0.170
C -0.91278 -3.26205 7.42473 0.0 -0.1 0.0 -0.272
C -1.73932 -4.45383 7.87457 -0.1 0.0 0.2 -0.069
H 0.13998 -0.94640 9.51112 -0.1 0.0 0.0 0.081
H -0.86345 -1.34164 10.92240 0.0 0.0 0.0 0.077
H -0.10104 -2.62597 9.98374 0.0 0.0 0.1 0.061
H -2.29878 -0.72310 9.02169 0.0 -0.1 -0.2 0.118
H -2.56383 -2.40698 9.42365 0.1 0.0 0.1 0.107
H 0.08535 -3.28451 7.87491 0.0 -0.1 0.1 0.095
H -0.76624 -3.32726 6.34428 -0.1 0.2 0.0 0.119
H -1.87940 -4.46416 8.95722 0.1 -0.1 0.0 0.069
H -1.24412 -5.38542 7.59356 0.0 0.1 0.0 0.060
H -2.73076 -4.42941 7.41654 0.1 0.0 0.0 0.085
C 2.29751 -4.04228 -7.60436 0.1 0.1 0.1 -0.080
C 1.01469 -3.37618 -8.07114 0.1 0.0 -0.1 -0.277
O 0.48846 -2.43821 -7.14526 -0.2 0.0 0.2 -0.171
C 1.32163 -1.33512 -6.82419 0.0 0.1 -0.1 -0.279
C 1.67436 -0.47085 -8.02232 0.1 -0.1 -0.1 -0.073
H 2.15194 -4.51450 -6.63033 0.0 0.0 -0.1 0.081
H 2.61270 -4.80298 -8.32111 0.0 0.0 0.0 0.077
H 3.11268 -3.32335 -7.50154 0.0 0.0 -0.1 0.064
H 0.24654 -4.14153 -8.20036 -0.1 0.1 0.1 0.118
H 1.15079 -2.90608 -9.05111 0.1 0.0 0.0 0.106
H 2.22429 -1.67752 -6.30733 0.1 0.0 0.0 0.107
H 0.76520 -0.72834 -6.10600 -0.1 -0.2 0.0 0.110
H 2.27111 -1.01892 -8.75418 0.0 0.1 0.0 0.054
H 2.25189 0.40066 -7.70600 0.0 0.0 0.0 0.079
H 0.76952 -0.12819 -8.52879 0.0 0.0 0.1 0.083
C 2.86816 -1.84879 -13.95761 0.1 -0.1 0.0 -0.080
C 2.75319 -0.78817 -12.87631 0.0 0.0 -0.1 -0.280
O 3.12857 -1.24434 -11.58678 -0.2 0.0 0.2 -0.174
C 4.46345 -1.70075 -11.44184 0.1 0.1 0.0 -0.282
C 5.50773 -0.63835 -11.74104 0.0 0.1 -0.1 -0.079
H 2.29016 -2.73524 -13.68778 0.0 0.1 0.0 0.082
H 2.49753 -1.46274 -14.90900 0.0 0.0 0.1 0.077
H 3.90243 -2.16469 -14.10669 0.0 0.1 -0.1 0.066
H 1.70986 -0.47593 -12.79785 0.1 0.0 0.2 0.118
H 3.32462 0.10756 -13.14262 0.1 0.0 -0.1 0.107
H 4.62836 -2.59548 -12.05132 0.0 0.0 -0.1 0.107
H 4.56828 -2.01227 -10.40021 -0.2 0.0 0.0 0.113
H 5.47580 -0.32253 -12.78554 0.1 -0.1 0.0 0.066
H 6.50957 -1.02370 -11.53989 -0.1 0.0 0.0 0.078
H 5.34130 0.24779 -11.12497 0.0 -0.1 0.0 0.082
C 4.05110 -7.26120 8.35403 0.1 0.1 0.1 -0.077
C 2.78748 -6.56846 7.87435 0.1 0.0 0.0 -0.280
O 2.28927 -5.59695 8.78034 -0.2 0.0 0.1 -0.168
C 3.15147 -4.50966 9.08091 0.0 0.1 -0.1 -0.279
C 3.52689 -3.67814 7.86597 0.1 -0.1 -0.1 -0.075
H 3.89289 -7.70859 9.33768 0.0 0.0 -0.1 0.082
H 4.34344 -8.04535 7.65316 0.0 0.0 0.0 0.078
H 4.88669 -6.56413 8.44147 0.0 0.0 -0.1 0.066
H 1.99750 -7.31431 7.76140 -0.1 0.1 0.1 0.108
H 2.93562 -6.12293 6.88454 0.1 0.0 0.0 0.108
H 4.04453 -4.86535 9.60523 0.1 0.0 -0.1 0.107
H 2.61180 -3.87353 9.78587 -0.1 -0.2 0.0 0.112
H 4.10940 -4.25587 7.14581 0.1 0.1 0.0 0.068
H 4.12701 -2.81598 8.16457 -0.1 0.0 0.0 0.079
H 2.63084 -3.32211 7.35262 0.0 0.0 0.1 0.071
C -0.55629 12.14540 0.04838 0.1 -0.1 0.0 -0.082
C -1.78763 12.08977 -0.83962 0.0 0.0 0.1 -0.283
O -1.49777 11.82498 -2.20198 0.0 0.2 -0.2 -0.159
C -0.84917 10.59449 -2.47985 0.0 -0.1 0.0 -0.269
C -1.64910 9.37298 -2.05952 0.0 0.4 0.2 -0.083
H 0.15914 12.87651 -0.33414 -0.1 0.0 0.0 0.081
H -0.83460 12.42414 1.06655 0.0 0.0 0.0 0.076
H -0.04656 11.18112 0.09464 0.0 0.0 0.1 0.064
H -2.28387 13.06212 -0.81661 0.0 0.0 -0.2 0.118
H -2.51366 11.36335 -0.45840 0.1 0.0 0.1 0.106
H 0.15019 10.58141 -2.03178 0.0 0.0 0.1 0.108
H -0.70305 10.56375 -3.56152 -0.1 0.2 0.0 0.120
H -1.78271 9.34361 -0.97619 0.0 -0.1 0.0 0.071
H -1.15272 8.45421 -2.35412 0.2 0.3 -0.1 0.046
H -2.64209 9.39533 -2.51379 0.1 0.0 0.0 0.091
C -1.01883 -7.47320 5.24148 0.0 0.0 0.2 -0.082
C -1.07096 -8.90871 4.74871 0.0 0.1 0.0 -0.279
O -0.18301 -9.77822 5.43203 0.2 -0.1 -0.1 -0.160
C -0.38463 -9.91231 6.82929 -0.1 0.0 0.1 -0.283
C -1.75139 -10.46369 7.19927 -0.1 0.1 -0.1 -0.080
H 0.00202 -7.08744 5.19085 0.0 0.0 -0.1 0.081
H -1.66589 -6.83811 4.63326 0.0 0.0 0.0 0.080
H -1.34940 -7.38960 6.27844 -0.1 0.0 0.0 0.052
H -0.77460 -8.93297 3.69811 0.1 -0.1 0.1 0.118
H -2.09295 -9.30091 4.79017 0.0 0.1 0.1 0.107
H -0.19706 -8.95854 7.33460 -0.1 0.0 0.0 0.098
H 0.38133 -10.60547 7.18287 0.1 0.0 -0.2 0.118
H -2.55445 -9.78447 6.90665 0.0 0.0 0.1 0.065
H -1.81994 -10.61532 8.27862 0.0 0.0 -0.1 0.077
H -1.92907 -11.41736 6.69792 0.1 0.0 0.0 0.082
C 4.35332 2.99063 2.16458 0.1 0.1 0.1 -0.073
C 4.12452 1.99574 3.29054 0.0 0.1 -0.1 -0.284
O 5.31280 1.62266 3.96973 0.1 -0.2 0.0 -0.159
C 6.02690 2.66784 4.60754 0.0 0.1 0.1 -0.283
C 5.22933 3.38288 5.68564 -0.2 0.0 0.0 -0.082
H 5.08836 2.60480 1.45499 -0.1 0.0 0.0 0.085
H 3.42068 3.18591 1.63331 0.1 0.0 0.0 0.058
H 4.72904 3.94508 2.53879 -0.1 0.0 0.0 0.069
H 3.70866 1.07797 2.86916 0.1 -0.1 0.1 0.121
H 3.38279 2.37120 4.00444 0.0 0.1 0.0 0.099
H 6.40686 3.37787 3.86531 0.0 0.1 0.0 0.106
H 6.90164 2.20352 5.06734 -0.1 -0.1 -0.1 0.117
H 4.36417 3.90362 5.27054 0.1 0.1 0.0 0.065
H 5.85309 4.12337 6.19109 0.0 -0.1 0.0 0.076
H 4.85944 2.67018 6.42581 0.1 0.0 0.0 0.081
```
Positions in Å, forces in eV/Å.

Formula: C5H10ErO3
Source: the OMol25 dataset
Level of theory: ωB97M-V with the def2-TZVPD basis set

Calculated values
Energy above the lowest of the compared OMol25 structures with the same formula, charge and spin   9.0 kJ/mol
Electronic energy   -39100.8361 eV
Charge   +1
2S+1   4
HOMO energy (alpha / beta)   -9.97 / -10.72 eV

Structure (XYZ):
```
19
Properties=species:S:1:pos:R:3:forces:R:3:lowdin_spin:R:1
O -0.80231 1.12926 -0.74503 1.4 1.2 1.5 0.008
Er 3.21072 0.32163 0.72477 -0.9 -0.2 -0.3 2.853
O 0.64292 -0.32042 0.05556 1.3 0.2 1.1 0.124
C -0.51492 0.02460 -0.10272 -0.5 -1.0 -2.8 0.009
O -1.54659 -0.78117 -0.07573 -0.5 0.3 0.8 0.002
C -1.94560 1.96780 -0.53917 -1.2 0.8 -1.2 0.000
C -2.73410 1.92738 0.74660 0.1 -0.2 0.4 0.000
H -1.54202 2.97465 -0.70138 -0.2 -0.3 0.0 0.000
H -2.60227 1.73829 -1.38752 0.0 0.1 0.2 0.000
H -2.15429 2.34665 1.57891 -0.1 -0.4 0.0 0.000
H -3.61865 2.57182 0.64739 0.3 -0.1 -0.2 0.000
H -3.12770 0.92497 0.95607 0.3 0.2 0.2 0.000
C -1.43726 -2.15491 -0.48087 0.0 -0.8 0.0 0.001
C -1.79559 -3.05930 0.67597 -0.1 -0.2 0.0 0.000
H -2.15367 -2.23466 -1.30563 0.1 -0.1 0.2 0.000
H -0.44401 -2.38284 -0.88348 -0.1 0.3 0.2 0.001
H -2.84352 -2.91617 0.97200 0.3 0.0 0.0 0.000
H -1.15222 -2.86318 1.54376 -0.1 -0.1 -0.2 0.000
H -1.66324 -4.10529 0.36946 -0.1 0.2 0.1 0.000
```
Positions in Å, forces in eV/Å.

Formula: C33H24Cl3FeN2O7P2
Source: the OMol25 dataset
Level of theory: ωB97M-V with the def2-TZVPD basis set

Calculated values
Energy above the lowest of the compared OMol25 structures with the same formula, charge and spin   40.7 kJ/mol
Electronic energy   -142459.0971 eV
Charge   0
2S+1   2
HOMO energy (alpha / beta)   -9.18 / -9.19 eV

Structure (XYZ):
```
72
Properties=species:S:1:pos:R:3:forces:R:3:lowdin_spin:R:1
Fe 0.86736 -0.87753 0.27245 0.9 -0.9 0.9 1.056
O 6.57830 -2.39307 0.73445 0.0 0.0 0.0 0.000
C 5.31027 -1.94261 0.66694 0.0 0.0 0.1 0.000
C 4.54661 -1.68617 1.80938 0.1 0.0 0.0 0.000
C 3.26108 -1.23274 1.63178 -0.2 0.1 0.0 -0.001
N 2.78878 -1.00228 0.41648 -0.4 -0.6 0.2 -0.014
C 3.46215 -1.31905 -0.67948 0.0 0.1 0.0 -0.001
C 4.75632 -1.77829 -0.60233 0.0 0.0 -0.1 0.000
C 2.58772 -1.20735 -1.91156 0.1 0.0 -0.2 0.002
O 3.04337 -1.35523 -3.02297 -0.1 0.0 0.1 0.006
O 1.33892 -0.95883 -1.61966 -0.4 0.5 0.3 0.011
C 2.19744 -1.05520 2.70831 0.2 0.0 0.0 0.002
O 2.50476 -1.07029 3.87862 -0.1 0.0 0.0 0.005
O 0.99808 -0.89053 2.22350 -0.1 0.4 -0.5 0.008
H 6.84515 -2.51160 1.65320 0.0 0.0 0.0 0.000
H 4.92030 -1.86769 2.80950 0.0 0.0 0.0 0.000
H 5.31026 -2.03839 -1.49286 0.0 0.0 0.0 0.000
N -1.02981 0.92842 -0.62308 0.1 -0.1 0.2 -0.008
P -1.40335 -0.71702 -0.09316 0.6 1.6 -0.9 -0.019
C -1.98268 -1.33331 -1.68208 0.1 -0.4 -0.1 -0.002
C -1.30848 -2.37149 -2.31786 -0.1 0.1 -0.1 0.000
C -1.68636 -2.75861 -3.59537 0.0 0.0 0.0 0.000
C -2.72958 -2.10903 -4.23849 0.0 0.0 0.0 0.000
C -3.39911 -1.06796 -3.60908 0.0 0.0 0.0 0.000
C -3.02903 -0.68046 -2.33130 0.0 0.0 0.0 -0.001
C -2.88285 -0.36044 0.87267 -0.1 -0.7 0.5 -0.002
C -2.88416 0.67244 1.80650 -0.1 0.0 -0.1 -0.001
C -4.02239 0.92249 2.55504 0.0 0.0 0.0 0.000
C -5.15185 0.13088 2.39413 0.0 0.0 0.0 -0.001
C -5.13982 -0.92253 1.49174 0.0 0.0 0.0 0.000
C -4.00270 -1.17795 0.73987 0.0 0.1 0.0 -0.001
P 0.45593 1.36699 0.07989 -1.3 -0.2 -0.9 -0.021
C 0.00840 2.48837 1.43170 0.5 0.0 0.0 -0.004
C 0.33331 2.16765 2.74511 0.1 0.0 0.0 0.000
C -0.10573 2.98197 3.78313 0.0 0.0 0.0 0.000
C -0.86309 4.10902 3.50711 0.0 0.0 0.0 0.000
C -1.18584 4.43182 2.19170 0.0 0.0 0.0 0.000
C -0.74978 3.62645 1.15616 0.0 0.0 0.0 -0.001
C 1.18509 2.39956 -1.20971 0.4 0.0 0.2 -0.002
C 1.17433 1.94045 -2.52749 0.0 0.0 0.0 -0.001
C 1.77653 2.69222 -3.52357 0.0 0.0 0.0 0.000
C 2.40464 3.88992 -3.21040 0.0 0.0 0.0 -0.002
C 2.43730 4.33817 -1.89727 0.0 0.0 0.0 0.000
C 1.83294 3.59426 -0.89564 0.0 0.0 0.0 -0.001
H -1.30261 1.26797 -1.53711 -0.1 0.2 0.2 -0.001
H -0.47183 -2.85366 -1.83554 0.0 0.0 0.0 0.000
H -1.15505 -3.56133 -4.08899 0.0 0.0 0.0 0.000
H -3.02098 -2.41170 -5.23609 0.0 0.0 0.0 0.000
H -4.21315 -0.56089 -4.11061 0.0 0.0 0.0 0.000
H -3.56247 0.12179 -1.83347 0.0 0.0 0.0 0.000
H -2.00706 1.28728 1.94018 -0.1 0.0 0.0 0.000
H -4.02355 1.73475 3.27035 0.0 0.0 0.0 0.000
H -6.03918 0.32946 2.98122 0.0 0.0 0.0 0.000
H -6.01313 -1.55086 1.37618 0.0 0.0 0.0 0.000
H -3.98409 -2.00623 0.04331 0.0 0.0 0.0 0.000
H 0.88991 1.26604 2.96631 0.0 0.0 0.0 0.000
H 0.14009 2.72240 4.80416 0.0 0.0 0.0 0.000
H -1.20862 4.73986 4.31594 0.0 0.0 0.0 0.000
H -1.78039 5.31029 1.97728 0.0 0.0 0.0 0.000
H -1.01296 3.86882 0.13281 0.0 0.0 0.0 0.000
H 0.72914 0.98124 -2.76339 0.0 0.1 0.0 0.000
H 1.76726 2.33153 -4.54334 0.0 0.0 0.0 0.000
H 2.87748 4.47144 -3.99117 0.0 0.0 0.0 0.000
H 2.93417 5.26733 -1.65127 0.0 0.0 0.0 0.000
H 1.85398 3.94562 0.12790 0.0 0.0 0.0 0.000
Cl 1.24155 -5.15989 2.04850 0.0 0.0 0.0 0.000
C -0.05025 -4.94317 0.85628 0.0 0.0 0.1 -0.001
Cl -1.51182 -5.73614 1.41482 0.0 0.0 0.0 0.000
Cl 0.44975 -5.63791 -0.70527 0.0 0.0 0.0 0.000
C -0.27766 -3.42032 0.61892 0.3 0.0 -0.5 0.002
O -1.42085 -2.97815 0.62881 -0.1 0.0 0.3 -0.002
O 0.80358 -2.82095 0.31727 0.0 0.0 0.3 -0.005
```
Positions in Å, forces in eV/Å.